No. 1
This record from the Open Molecules 2025 dataset describes a single C5H3N3 molecule in a non-equilibrium geometry. The level of theory is ωB97M-V/def2-TZVPD.

Computed properties:
F_max (eV/A): 2.92
Relative energy (zero: lowest compared OMol25 entry of this formula, charge and spin) (eV): 2.734
Frontier orbital gap (eV): 9.437
Structure (SMILES): C#Cc1nccnn1
E_tot (eV): -9700.085

CARTESIAN COORDINATES (ANGSTROEM)
C 3.204 -0.093 0.063
C 2.001 -0.237 -0.014
C 0.519 -0.211 -0.097
N -0.096 1.017 -0.040
C -1.395 0.977 -0.022
C -2.077 -0.210 0.062
N -1.407 -1.344 -0.018
N -0.088 -1.412 -0.006
H 4.242 -0.108 -0.040
H -1.787 1.982 0.111
H -3.116 -0.362 0.000

=====

No. 2
This record from the Open Molecules 2025 dataset describes a molecular structure, C24H22BF6N5O6S8V. The level of theory is ωB97M-V/def2-TZVPD.

Computed properties:
Spin multiplicity: 2
F_max (eV/A): 0.84
Relative energy (zero: lowest compared OMol25 entry of this formula, charge and spin) (eV): 0.637
Frontier orbital gap (alpha / beta) (eV): 6.263 / 6.898
E_tot (eV): -174331.936

CARTESIAN COORDINATES (ANGSTROEM)
V -0.029 0.377 0.289
S -4.018 6.056 -0.351
C -3.334 4.652 0.184
S -3.551 3.188 -0.735
C -2.582 2.328 0.399
N -2.143 3.035 1.371
N -2.541 4.349 1.252
C -2.020 5.223 2.275
C -2.415 6.551 2.381
C -1.877 7.340 3.391
C -0.960 6.826 4.289
C -0.575 5.497 4.172
C -1.094 4.695 3.173
S -2.250 0.602 0.178
H -3.132 6.967 1.697
H -2.193 8.372 3.465
H -0.550 7.448 5.073
H 0.139 5.070 4.865
H -0.785 3.666 3.095
F 1.594 -3.648 -0.931
C 1.913 -2.574 -0.240
F 3.178 -2.582 0.120
F 1.144 -2.499 0.847
S 1.542 -1.030 -1.237
O 1.956 0.075 -0.316
O 0.044 -0.978 -1.184
N 2.103 -1.001 -2.613
S 3.147 -1.942 -3.440
O 3.811 -2.872 -2.588
O 2.537 -2.336 -4.658
C 4.381 -0.643 -3.863
F 5.365 -1.232 -4.532
F 3.826 0.295 -4.620
F 4.867 -0.082 -2.761
C -0.007 5.398 -1.627
C 0.873 4.164 -1.606
C 2.328 4.562 -1.422
O 0.509 3.402 -0.402
B 0.202 2.153 -0.790
O 0.212 1.909 -2.125
C 0.620 3.149 -2.799
C -0.522 3.535 -3.722
C 1.853 2.800 -3.610
H 0.183 5.988 -0.731
H -1.065 5.151 -1.647
H 0.214 6.018 -2.497
H 2.406 5.230 -0.565
H 2.707 5.084 -2.300
H 2.960 3.696 -1.232
H -1.448 3.700 -3.175
H -0.687 2.726 -4.432
H -0.282 4.439 -4.282
H 2.667 2.437 -2.984
H 2.206 3.664 -4.175
H 1.596 2.012 -4.317
S -3.751 -1.796 5.281
C -2.665 -0.728 4.665
S -1.348 -1.229 3.633
C -0.907 0.417 3.392
N -1.615 1.269 4.035
N -2.590 0.629 4.764
C -3.476 1.492 5.489
C -3.809 2.712 4.917
C -4.641 3.579 5.604
C -5.142 3.228 6.851
C -4.797 2.007 7.410
C -3.959 1.129 6.736
S 0.441 0.942 2.384
H -3.415 2.978 3.947
H -4.898 4.530 5.157
H -5.794 3.905 7.384
H -5.178 1.728 8.384
H -3.686 0.184 7.175

=====

No. 3
This record from the Open Molecules 2025 dataset describes a single C6H10O molecule. The level of theory is ωB97M-V/def2-TZVPD.

Computed properties:
F_max (eV/A): 0.37
Relative energy (zero: lowest compared OMol25 entry of this formula, charge and spin) (eV): 1.825
Frontier orbital gap (eV): 10.433
Structure (SMILES): CO[C@@H]1[C@@H]2CC[C@@H]21
E_tot (eV): -8429.415

CARTESIAN COORDINATES (ANGSTROEM)
C 2.327 0.046 0.577
O 1.031 -0.368 0.942
C 0.337 -0.886 -0.146
C -0.433 -0.032 -1.107
C -1.078 1.167 -0.415
C -1.703 0.215 0.642
C -1.138 -0.987 -0.120
H 2.797 0.449 1.475
H 2.306 0.822 -0.204
H 2.927 -0.800 0.207
H 0.840 -1.726 -0.637
H -0.206 -0.122 -2.165
H -1.854 1.638 -1.027
H -0.390 1.939 -0.054
H -2.795 0.245 0.675
H -1.304 0.320 1.655
H -1.665 -1.922 -0.296

=====

No. 4
This record from the Open Molecules 2025 dataset describes a single C3H2Br2P2 molecule in a non-equilibrium geometry. The level of theory is ωB97M-V/def2-TZVPD.

Computed properties:
F_max (eV/A): 3.62
Relative energy (zero: lowest compared OMol25 entry of this formula, charge and spin) (eV): 5.260
Frontier orbital gap (alpha / beta) (eV): 6.056 / 6.720
E_tot (eV): -161799.289

CARTESIAN COORDINATES (ANGSTROEM)
C -1.073 -1.233 -0.362
C -0.215 -0.150 -0.171
C 2.629 -0.242 -0.850
P -0.072 -2.658 0.055
P 1.483 -0.932 0.241
Br -0.838 1.738 -0.372
Br 4.324 0.543 -0.073
H -2.035 -1.419 -0.748
H 1.534 -0.734 1.586

=====

No. 5
This record from the Open Molecules 2025 dataset describes 6 unconnected molecules or ions with the total composition C29H67FN5O8P2 in a non-equilibrium geometry. The level of theory is ωB97M-V/def2-TZVPD.

Computed properties:
F_max (eV/A): 4.22
Frontier orbital gap (eV): 7.273
Charge: +1
E_tot (eV): -76269.616

CARTESIAN COORDINATES (ANGSTROEM)
C 3.658 5.625 -1.828
C 4.057 4.981 -3.035
C 3.036 4.245 -4.036
C 2.064 3.224 -3.299
N 2.333 1.745 -3.391
P 2.413 1.107 -5.086
N 1.581 -0.427 -5.180
O 4.035 0.729 -5.474
C 1.199 1.233 -2.602
N 1.207 0.013 -2.067
F 0.151 -0.475 -1.378
P 2.606 -1.136 -2.187
N 2.041 -2.597 -2.481
N 0.108 2.230 -2.506
C 0.490 3.360 -3.428
C 0.082 4.841 -2.950
C -0.214 5.172 -1.621
C -0.210 3.282 -4.862
C -1.253 2.086 -5.044
C -2.755 2.448 -4.632
C -2.989 2.454 -3.042
O -3.280 3.540 -2.531
O -2.805 1.249 -2.363
C -3.223 1.332 -0.979
C -2.065 1.734 0.045
H 3.754 6.741 -1.634
H 3.272 4.948 -0.993
H 5.170 5.049 -3.293
H 2.508 5.030 -4.651
H 3.708 3.628 -4.728
H 2.212 3.394 -2.173
H 0.576 -0.315 -5.350
H 2.007 -1.026 -5.906
H 4.615 1.482 -5.239
H 3.543 -0.672 -3.182
H 3.280 -1.026 -0.922
H 2.342 -3.162 -1.653
H 0.153 2.527 -1.520
H 0.053 5.706 -3.692
H 0.108 4.476 -0.783
H -0.737 6.129 -1.308
H 0.564 3.176 -5.688
H -0.779 4.246 -5.100
H -1.286 1.862 -6.169
H -0.913 1.100 -4.568
H -2.945 3.506 -5.012
H -3.478 1.769 -5.177
H -4.120 1.993 -0.789
H -3.546 0.273 -0.685
H -2.293 1.210 1.037
H -1.979 2.863 0.198
H -1.037 1.373 -0.265
C 4.751 -2.863 0.925
C 4.290 -4.309 0.873
C 5.465 -5.262 0.734
O 3.403 -4.484 -0.234
H 5.276 -2.588 0.004
H 3.892 -2.190 1.014
H 5.419 -2.690 1.771
H 3.729 -4.548 1.781
H 6.016 -5.070 -0.193
H 5.117 -6.296 0.687
H 6.154 -5.164 1.576
H 3.890 -4.276 -1.042
C 2.242 -4.562 6.629
C 2.472 -4.297 5.150
C 1.225 -4.591 4.333
O 3.549 -5.111 4.683
H 1.990 -5.613 6.802
H 3.150 -4.357 7.202
H 1.434 -3.940 7.020
H 2.767 -3.254 5.005
H 0.937 -5.644 4.426
H 1.409 -4.407 3.271
H 0.385 -3.970 4.656
H 3.300 -6.035 4.805
C -2.582 -5.658 0.220
C -1.897 -4.775 1.252
C -1.445 -3.457 0.640
O -0.768 -5.460 1.789
H -1.898 -5.904 -0.598
H -2.890 -6.604 0.670
H -3.463 -5.165 -0.198
H -2.582 -4.580 2.081
H -0.722 -3.628 -0.164
H -0.945 -2.838 1.390
H -2.293 -2.899 0.234
H -0.155 -5.638 1.065
C -6.073 6.850 -0.769
C -5.196 6.060 0.189
C -3.769 6.585 0.194
O -5.195 4.686 -0.191
H -5.700 6.770 -1.795
H -7.092 6.455 -0.771
H -6.108 7.907 -0.493
H -5.612 6.116 1.199
H -3.318 6.495 -0.799
H -3.148 6.001 0.879
H -3.734 7.633 0.500
H -4.828 4.625 -1.085
C -2.922 -3.823 6.200
C -1.816 -2.883 6.652
C -2.381 -1.560 7.145
O -0.923 -2.642 5.565
H -3.488 -3.389 5.370
H -2.501 -4.765 5.838
H -3.614 -4.041 7.017
H -1.236 -3.354 7.450
H -2.929 -1.048 6.347
H -1.576 -0.890 7.456
H -3.057 -1.710 7.991
H -1.425 -2.225 4.853

=====

No. 6
This record from the Open Molecules 2025 dataset describes a single C4H12N2 molecule in a non-equilibrium geometry. The level of theory is ωB97M-V/def2-TZVPD.

Computed properties:
F_max (eV/A): 1.71
Relative energy (zero: lowest compared OMol25 entry of this formula, charge and spin) (eV): 0.636
Frontier orbital gap (eV): 10.236
Structure (SMILES): NCCCCN
E_tot (eV): -7322.393

CARTESIAN COORDINATES (ANGSTROEM)
N 0.440 -2.767 -0.863
C -0.225 -1.491 -0.566
C 0.844 -0.431 -0.210
C 0.376 1.010 -0.454
C -0.760 1.683 0.302
N -0.515 1.968 1.705
H 0.555 -3.328 -0.031
H -0.134 -3.261 -1.539
H -0.743 -1.091 -1.432
H -0.910 -1.532 0.286
H 1.256 -0.645 0.777
H 1.671 -0.544 -0.914
H 1.277 1.607 -0.276
H 0.183 1.108 -1.512
H -1.609 0.991 0.180
H -1.071 2.551 -0.290
H 0.360 2.481 1.790
H -1.214 2.632 2.022